Entry 1:
{"formula": "C18H18BrOZr", "method": "wB97M-V/def2-TZVPD", "largest_force_ev_per_a": 3.42, "energy_ha": -3392.7060, "lumo_ev": -4.52, "total_charge": 1, "relative_energy_kj_mol": 201.2, "homo_lumo_gap_ev": 7.1105, "elements": ["C", "C", "C", "H", "C", "C", "H", "H", "H", "H", "C", "C", "C", "H", "C", "C", "H", "H", "H", "H", "Zr", "O", "C", "C", "H", "H", "H", "H", "C", "C", "C", "H", "C", "H", "C", "H", "C", "H", "Br"], "coordinates": [[0.53391, -1.68924, 3.86111], [-0.76601, -2.14663, 3.41970], [-0.73145, -2.25835, 1.98989], [-1.67153, -2.28993, 4.01304], [0.59995, -1.86395, 1.55037], [1.37661, -1.58844, 2.72771], [2.42935, -1.35644, 2.76885], [0.84715, -1.48973, 4.87722], [-1.57446, -2.57449, 1.40014], [0.96048, -1.75805, 0.53929], [-0.90372, 2.24799, 2.55773], [-0.52799, 1.86429, 3.87418], [0.82181, 1.39915, 3.86273], [-1.20551, 1.79162, 4.72567], [1.33855, 1.58122, 2.55645], [0.27144, 2.06524, 1.71582], [0.36505, 2.26289, 0.64959], [-1.87716, 2.61383, 2.26976], [1.38581, 1.04876, 4.70660], [2.35839, 1.41319, 2.23238], [-0.51515, -0.01917, 2.47704], [0.03170, -0.35510, -0.85101], [-1.26230, -0.65918, -1.39897], [-0.03369, -0.99349, -2.26072], [-1.83149, -1.50605, -0.99366], [-1.84183, 0.26947, -1.59562], [0.38943, -1.99711, -2.14900], [1.10507, -1.85262, -4.56294], [0.71990, -0.84253, -4.62546], [0.16434, -0.23879, -3.48715], [-0.30435, 1.09955, -3.63808], [-0.75801, 1.60872, -2.81177], [-0.21839, 1.76438, -4.85022], [-0.55029, 2.80235, -4.97415], [0.31801, 1.10926, -5.98031], [0.41062, 1.63122, -6.94860], [0.76697, -0.21516, -5.85869], [1.16185, -0.72899, -6.74455], [-1.78309, -0.14969, 4.95564]], "atomic_forces_ev_per_a": [[-0.39, -0.84, -0.60], [0.70, -1.48, -0.98], [1.28, -0.31, 0.93], [0.83, -0.41, -0.30], [0.25, -0.71, 0.97], [-1.05, -0.44, -0.68], [-0.05, 0.25, -0.17], [-0.24, -0.09, -0.11], [-0.02, -0.04, -0.27], [-0.10, -0.20, 0.08], [1.51, 0.42, -0.06], [0.42, 1.85, 0.08], [-0.33, 0.82, -0.42], [0.86, 1.31, -0.62], [-1.01, 0.54, -1.05], [0.52, 0.43, 0.82], [-0.10, -0.06, 0.27], [-0.01, 0.09, -0.09], [-0.05, -0.08, 0.18], [-0.21, -0.15, 0.00], [-0.80, -0.17, 1.73], [-0.29, -0.13, -1.32], [1.14, -0.31, -0.80], [-1.90, 0.49, 2.80], [0.28, 0.34, 0.21], [0.29, -0.97, -0.23], [-0.39, 0.31, -0.39], [-0.04, -0.09, 0.13], [-0.09, -0.44, 0.61], [0.33, 1.76, -1.48], [0.31, -0.90, -0.23], [-0.06, 0.19, 0.39], [0.43, -0.16, -0.88], [0.06, -0.50, 0.29], [0.10, -0.20, 0.21], [-0.18, -0.32, 0.68], [-0.14, 1.03, -0.49], [-0.12, 0.17, 0.55], [-1.71, -0.98, 0.27]]}

=====

Entry 2:
{"formula": "C18H18Cl2N3O6STi", "method": "wB97M-V/def2-TZVPD", "s_squared": 2.03, "largest_force_ev_per_a": 1.31, "energy_ha": -3480.7260, "spin_multiplicity": 3, "lumo_ev": [2.52, 2.51], "total_charge": -1, "relative_energy_kj_mol": 17.8, "homo_lumo_gap_ev": [5.3517, 7.6954], "elements": ["Ti", "O", "C", "C", "N", "C", "C", "O", "O", "C", "C", "O", "O", "H", "H", "H", "H", "H", "H", "H", "H", "H", "Cl", "C", "C", "C", "C", "C", "Cl", "C", "S", "H", "H", "H", "N", "C", "O", "C", "C", "C", "C", "N", "C", "H", "H", "H", "H", "H", "H"], "coordinates": [[0.14826, -1.04641, -0.62206], [-2.85871, -0.25705, 0.66537], [-2.88337, -1.22894, 1.69304], [-1.53154, -1.53428, 2.29852], [-0.54747, -2.06633, 1.35249], [-1.00807, -3.34453, 0.74785], [-1.52918, -3.18374, -0.68640], [-1.91392, -4.15165, -1.29115], [-1.51813, -1.93350, -1.12271], [0.76540, -2.23657, 2.01631], [1.83872, -2.65208, 1.01380], [2.83741, -3.21453, 1.39387], [1.54196, -2.35449, -0.23439], [-2.58131, -0.71294, -0.15157], [-3.36963, -2.14558, 1.34225], [-3.50034, -0.82570, 2.49778], [-1.68742, -2.26058, 3.11010], [-1.11156, -0.62613, 2.73583], [-1.82201, -3.80215, 1.31623], [-0.19415, -4.06518, 0.71742], [0.73541, -2.99314, 2.80612], [1.06150, -1.28296, 2.45664], [-1.18569, 1.05647, -1.60918], [-0.47204, 1.39918, -3.17683], [-0.95237, 2.52841, -3.81209], [-0.45061, 2.86462, -5.05708], [0.51858, 2.05723, -5.62865], [0.97597, 0.93368, -4.95966], [2.19820, -0.01733, -5.76368], [0.50899, 0.54484, -3.69105], [1.11978, -0.87048, -2.87139], [-1.71160, 3.12989, -3.33100], [-0.80922, 3.74442, -5.57440], [0.93228, 2.29067, -6.60062], [-0.90088, 3.11363, 2.90312], [0.41582, 2.83512, 3.18099], [0.93956, 3.22913, 4.20698], [1.15091, 1.99851, 2.17495], [2.56589, 1.99013, 2.17817], [3.18888, 1.22024, 1.17383], [2.46115, 0.48934, 0.28635], [1.05630, 0.40756, 0.35834], [0.45665, 1.23353, 1.28994], [-1.33321, 3.78562, 3.51397], [-1.22434, 3.07669, 1.95278], [3.11268, 2.57199, 2.90364], [4.26803, 1.20506, 1.08318], [2.92472, -0.09091, -0.49726], [-0.62627, 1.19120, 1.31130]], "atomic_forces_ev_per_a": [[0.36, 0.53, -1.05], [0.07, -0.04, 0.00], [-0.20, 0.15, -0.12], [0.21, 0.07, 0.00], [0.25, -0.47, -0.13], [-0.03, 0.08, 0.13], [-0.13, 0.49, 0.12], [-0.17, -0.06, -0.12], [-0.57, -1.13, 0.01], [-0.27, -0.12, 0.01], [-0.32, 0.11, -0.69], [0.19, -0.06, 0.05], [0.51, -0.53, 0.72], [-0.08, 0.03, 0.18], [0.00, -0.01, -0.02], [-0.08, -0.01, 0.00], [0.02, 0.02, 0.07], [-0.02, 0.01, -0.01], [0.07, 0.02, 0.17], [0.03, -0.01, -0.01], [-0.09, 0.02, 0.07], [-0.01, 0.03, 0.02], [-0.21, 0.18, -0.14], [-0.12, 0.01, 0.19], [0.01, -0.02, -0.04], [0.00, 0.02, 0.00], [0.04, -0.06, -0.01], [0.10, 0.01, -0.16], [-0.10, 0.05, 0.10], [0.04, -0.11, 0.08], [0.04, 0.23, -0.15], [0.01, -0.01, 0.00], [0.01, -0.01, 0.00], [0.00, -0.02, 0.02], [0.05, 0.02, 0.02], [0.19, -0.17, -0.17], [-0.01, 0.05, 0.04], [-0.04, 0.39, 0.43], [0.00, -0.13, -0.16], [0.05, 0.25, 0.23], [-0.55, -0.01, 0.14], [0.79, 0.72, 0.75], [0.03, -0.43, -0.48], [-0.01, 0.00, 0.00], [-0.02, -0.01, -0.01], [0.00, -0.01, -0.01], [-0.01, 0.02, 0.01], [-0.02, -0.04, -0.02], [-0.01, -0.04, -0.06]]}

=====

Entry 3:
{"formula": "C18H18ClF5N6O", "method": "wB97M-V/def2-TZVPD", "smiles": "CNCCCOc1cc(F)c(-c2c(Cl)nc3ncnn3c2N[C@@H](C)C(F)(F)F)c(F)c1", "largest_force_ev_per_a": 1.26, "energy_ha": -2060.0503, "lumo_ev": 0.48, "total_charge": 0, "relative_energy_kj_mol": 0.0, "homo_lumo_gap_ev": 9.3019, "elements": ["C", "N", "H", "C", "C", "C", "H", "H", "O", "C", "C", "C", "C", "C", "C", "H", "F", "C", "C", "N", "N", "C", "N", "C", "N", "C", "Cl", "H", "N", "C", "C", "H", "H", "H", "H", "C", "F", "F", "F", "H", "F", "H", "H", "H", "H", "H", "H", "H", "H"], "coordinates": [[-7.59635, -2.04090, -0.27876], [-6.80608, -1.29807, 0.68057], [-7.36438, -1.10996, 1.50902], [-6.29318, -0.05149, 0.14895], [-5.42208, 0.64485, 1.19235], [-4.73731, 1.88380, 0.61515], [-5.48681, 2.55440, 0.18606], [-4.19196, 2.42807, 1.39514], [-3.88252, 1.58368, -0.47441], [-2.69187, 0.99568, -0.26162], [-1.98296, 0.63516, -1.41231], [-0.74818, 0.03822, -1.30480], [-0.14229, -0.21831, -0.07320], [-0.87211, 0.15992, 1.04812], [-2.11601, 0.75759, 0.98543], [-2.60325, 1.01331, 1.91104], [-0.32809, -0.04285, 2.26603], [1.14940, -0.92576, 0.03318], [2.31868, -0.34436, 0.51215], [3.39423, -1.16353, 0.58276], [4.62393, -0.84578, 1.00839], [5.28675, -1.97679, 0.86432], [4.58270, -3.00364, 0.37756], [3.37759, -2.50406, 0.19162], [2.26782, -3.05703, -0.26765], [1.21366, -2.29316, -0.33350], [-0.21328, -3.05985, -0.88066], [6.32269, -2.06032, 1.12306], [2.54920, 0.91103, 0.97728], [1.81946, 2.11212, 0.68016], [2.02408, 3.13874, 1.78889], [1.67023, 2.72526, 2.72879], [1.46827, 4.04593, 1.56751], [3.07862, 3.38711, 1.88606], [0.75702, 1.88167, 0.55783], [2.29055, 2.69281, -0.66784], [3.57571, 3.06700, -0.63456], [1.57517, 3.76919, -1.01964], [2.17078, 1.80052, -1.65751], [3.52341, 1.04028, 1.23880], [-0.08943, -0.28664, -2.42427], [-2.41249, 0.82258, -2.38197], [-6.03261, 0.95336, 2.04319], [-4.68074, -0.07229, 1.54625], [-5.68199, -0.29403, -0.72565], [-7.09468, 0.63465, -0.18272], [-6.95544, -2.32079, -1.11498], [-8.45270, -1.47392, -0.67526], [-7.96547, -2.94823, 0.19495]], "atomic_forces_ev_per_a": [[-0.07, 0.02, -0.01], [-0.08, 0.11, 0.28], [0.10, -0.04, -0.10], [0.11, 0.04, 0.19], [0.10, 0.09, -0.54], [-0.34, -0.03, 0.50], [0.12, -0.01, 0.10], [-0.02, 0.01, -0.12], [0.08, -0.05, -0.27], [0.61, -0.24, -0.07], [-0.08, -0.03, -0.08], [-0.18, 0.32, 0.33], [0.07, 0.04, 0.21], [0.01, -0.04, -0.41], [-0.20, 0.11, 0.20], [-0.07, 0.03, 0.09], [-0.07, 0.01, -0.21], [-0.06, 0.05, -0.06], [-0.35, 0.26, 0.01], [0.04, -1.21, -0.34], [0.53, 0.95, 0.42], [-0.40, 0.14, -0.07], [0.01, -0.69, -0.20], [0.07, 0.98, 0.32], [-0.55, -0.49, -0.31], [0.90, 0.07, 0.29], [-0.46, -0.25, -0.17], [0.24, 0.08, 0.09], [0.40, -0.34, 0.02], [-0.17, 0.43, -0.33], [-0.13, -0.16, -0.14], [-0.03, -0.02, 0.06], [0.01, 0.06, 0.00], [0.08, 0.03, 0.03], [0.26, 0.13, 0.00], [-0.19, -0.14, 0.09], [0.25, 0.01, 0.16], [-0.19, 0.14, 0.11], [-0.08, -0.26, -0.06], [-0.10, 0.00, 0.01], [-0.07, 0.00, 0.15], [-0.04, 0.02, -0.14], [0.01, 0.02, 0.08], [-0.01, 0.01, 0.09], [-0.06, 0.07, 0.00], [0.09, -0.05, -0.05], [-0.05, -0.07, -0.05], [0.03, -0.05, -0.03], [-0.04, -0.07, -0.08]]}

=====

Entry 4:
{"formula": "C18H18ClIN2O2", "method": "wB97M-V/def2-TZVPD", "smiles": "CC(C)(C)N(NC(=O)c1ccc(I)cc1)C(=O)c1ccccc1Cl", "largest_force_ev_per_a": 2.53, "energy_ha": -1714.5670, "lumo_ev": -0.16, "total_charge": 0, "relative_energy_kj_mol": 0.0, "homo_lumo_gap_ev": 9.0962, "elements": ["O", "O", "Cl", "I", "C", "C", "C", "C", "C", "C", "C", "C", "C", "C", "C", "C", "C", "C", "N", "N", "C", "C", "C", "C", "H", "H", "H", "H", "H", "H", "H", "H", "H", "H", "H", "H", "H", "H", "H", "H", "H", "H"], "coordinates": [[-0.35218, -1.79160, 0.71216], [-0.24207, 1.94495, 2.77542], [1.49417, 2.51103, -0.69399], [2.16744, -3.33796, -6.01903], [-0.33155, -1.16262, -0.33073], [-0.02819, 1.26131, 1.77729], [4.14024, 0.16573, 1.20412], [3.37949, -0.41814, 2.25122], [3.52739, 1.08744, 0.36425], [1.31240, -3.52932, -2.89174], [0.85211, -1.43247, -3.93444], [0.75636, -3.02990, -1.68655], [0.25392, -0.91614, -2.79011], [2.04864, -0.01471, 2.45666], [2.16595, 1.41638, 0.50907], [1.31990, -2.70110, -4.01935], [0.20992, -1.71228, -1.61884], [1.39555, 0.88799, 1.57805], [-0.67762, 0.18652, -0.34309], [-1.03254, 0.98172, 0.83113], [-2.91387, 0.52099, 2.36258], [-2.65894, 2.83635, 1.28854], [-3.37312, 0.85722, -0.04005], [-2.46442, 1.28470, 1.10789], [5.14004, -0.20544, 1.08298], [3.84842, -1.15747, 2.89067], [4.06683, 1.38340, -0.56556], [1.71758, -4.54204, -2.93260], [0.88247, -0.78846, -4.81226], [0.69731, -3.73044, -0.87760], [-0.17919, 0.07566, -2.85660], [1.49459, -0.42963, 3.30966], [-0.51072, 0.70075, -1.23154], [-2.58505, -0.53922, 2.33178], [-2.50193, 0.94017, 3.28275], [-4.01267, 0.50161, 2.48889], [-2.14081, 3.25402, 2.18881], [-3.72746, 3.06411, 1.44607], [-2.33679, 3.37418, 0.40098], [-3.31836, -0.24338, -0.20412], [-3.06614, 1.38236, -0.97860], [-4.41708, 1.06376, 0.18582]], "atomic_forces_ev_per_a": [[-0.15, -0.18, -0.62], [-0.51, -0.92, -0.73], [0.03, -0.26, 0.42], [-0.75, 0.43, 1.96], [0.17, 0.64, 1.70], [-0.82, 1.33, 0.44], [-1.66, -0.57, 1.13], [-0.28, 1.21, -0.66], [0.15, -0.38, -1.16], [-0.34, 0.45, 0.26], [-0.78, 1.73, -0.89], [-0.18, 0.67, -1.40], [0.32, -1.24, 0.76], [0.09, -0.03, -0.19], [0.35, -0.55, 0.71], [1.18, -1.57, -0.60], [0.33, -0.21, -1.07], [1.53, -0.76, -1.50], [-0.18, 1.05, -0.01], [1.67, -1.40, -1.29], [-0.09, -0.66, 0.63], [0.03, -0.23, 1.04], [0.89, -0.70, -1.06], [-0.86, 0.82, 0.73], [0.34, 0.26, -0.36], [-0.18, 0.10, 0.04], [-0.52, 0.18, 1.01], [-0.21, 0.34, 0.05], [0.01, -0.16, 0.15], [-0.01, 0.18, 0.60], [0.16, -0.13, 0.02], [0.12, 0.21, -0.55], [-0.25, -0.22, 1.66], [-0.12, 0.56, -0.22], [0.07, 0.10, -0.18], [0.44, 0.22, -0.30], [-0.21, -0.58, -0.91], [0.29, -0.30, -0.19], [0.13, 0.01, -0.11], [0.11, 0.70, 0.00], [-0.45, -0.45, 0.59], [0.12, 0.32, 0.10]]}